Entry 1:
A gas-phase ion, C4H11N2O2 (charge +1) at a distorted geometry. Source: OMol25; level of theory: ωB97M-V/def2-TZVPD.

For the gap between HOMO and LUMO, the calculation gives 0.3678 hartree. The total energy comes out at -418.7274 Ha. For the relative energy (zero: lowest compared OMol25 entry of this formula, charge and spin), the calculation gives 1.969 eV. The SMILES is N[C@H](CC[NH3+])C(=O)O.

```
! wB97M-V def2-TZVPD RIJCOSX def2/J DEFGRID3
* xyz 1 1
N 1.662 -0.826 0.080
C 0.745 0.320 0.561
C -0.536 0.291 -0.311
C -1.688 -0.647 0.115
N -1.547 -1.880 -0.850
C 1.363 1.776 0.339
O 1.599 2.378 -0.622
O 1.215 2.467 1.502
H 2.318 -0.902 0.829
H 2.262 -0.648 -0.778
H 0.544 0.276 1.657
H -0.140 0.121 -1.308
H -0.881 1.367 -0.364
H -2.690 -0.236 -0.143
H -1.619 -0.894 1.156
H -1.973 -1.761 -1.673
H -1.537 -2.802 -0.404
H -0.515 -1.809 -1.132
H 1.418 3.408 1.348
*
```

***

Entry 2:
A molecular structure, C4H11N2O2Sn at a distorted geometry. Source: OMol25; level of theory: ωB97M-V/def2-TZVPD.

For the gap between HOMO and LUMO, the calculation gives 0.1309 hartree. The total energy comes out at -632.7951 Ha. For the relative energy (zero: lowest compared OMol25 entry of this formula, charge and spin), the calculation gives 4.894 eV.

```
! wB97M-V def2-TZVPD RIJCOSX def2/J DEFGRID3
* xyz 1 1
Sn -3.235 0.141 0.127
C 0.852 0.300 3.228
C 0.128 1.446 4.031
C 0.885 2.740 3.647
O -1.263 1.531 3.882
H 0.625 0.229 2.164
H 0.711 -0.679 3.686
H 1.919 0.513 3.303
H 0.430 1.179 5.043
H 0.376 3.631 4.016
H 0.911 2.828 2.561
H 1.941 2.762 3.914
C -0.558 -1.808 -4.557
O -0.773 -1.162 -3.546
N 0.067 -1.399 -5.565
N -1.098 -2.954 -4.716
H 0.286 -2.108 -6.250
H 0.483 -0.479 -5.533
H -1.730 -3.120 -3.946
H -0.957 -3.589 -5.489
*
```

***

Entry 3:
2 unconnected molecules or ions with the total composition C4H11N2O3 at a distorted geometry. Source: OMol25; level of theory: ωB97M-V/def2-TZVPD.

For the gap between HOMO and LUMO (spin up / spin down), the calculation gives 0.1084 / 0.2937 hartree. The total energy comes out at -494.1725 Ha. For the relative energy (zero: lowest compared OMol25 entry of this formula, charge and spin), the calculation gives 0.064 eV. As for the expectation value of S²: 0.751.

```
! wB97M-V def2-TZVPD RIJCOSX def2/J DEFGRID3
* xyz -2 2
C -1.821 -1.060 0.297
N -2.371 0.149 -0.336
C -0.377 -0.980 0.792
C 0.092 -2.438 1.058
N 0.458 -0.476 -0.282
C 1.532 0.463 0.037
O 1.717 1.355 -0.834
O 2.200 0.262 1.067
H -1.948 -1.861 -0.431
H -2.512 -1.473 1.057
H -3.370 -0.063 -0.339
H -2.279 1.056 0.098
H -0.361 -0.515 1.778
H -0.255 -3.145 0.275
H -0.396 -2.940 1.901
H 1.173 -2.571 1.147
H -0.013 -0.443 -1.170
H 0.496 2.491 -1.380
H -0.882 1.774 -1.674
O -0.452 2.632 -1.619
*
```

***

Entry 4:
2 unconnected molecules or ions with the total composition C4H11N2O3Si at a distorted geometry. Source: OMol25; level of theory: ωB97M-V/def2-TZVPD.

For the gap between HOMO and LUMO, the calculation gives 0.3169 hartree. The total energy comes out at -783.2991 Ha. For the relative energy (zero: lowest compared OMol25 entry of this formula, charge and spin), the calculation gives 4.258 eV.

```
! wB97M-V def2-TZVPD RIJCOSX def2/J DEFGRID3
* xyz 1 1
C -1.970 2.680 -0.561
C -1.626 1.347 -1.460
O -1.639 1.489 -2.813
O -1.353 -0.005 -0.949
C -0.298 -0.017 0.076
Si -0.846 -1.003 1.671
O 0.594 -1.919 2.218
C 1.108 -1.245 3.453
N 1.209 -0.787 4.685
H -1.289 3.554 -0.999
H -1.715 2.488 0.575
H -3.097 2.940 -0.745
H 0.652 -0.577 -0.365
H 0.046 1.037 0.450
H -1.152 -0.085 2.792
H -1.985 -1.899 1.407
N 2.672 -1.600 -1.887
H 2.063 -0.918 -2.354
H 3.478 -1.807 -2.490
H 3.003 -1.211 -0.996
H 2.146 -2.463 -1.710
*
```

***

Entry 5:
A single C4H11N2OP molecule at a distorted geometry. Source: OMol25; level of theory: ωB97M-V/def2-TZVPD.

For the gap between HOMO and LUMO (spin up / spin down), the calculation gives 0.2396 / 0.3014 hartree. The total energy comes out at -684.9518 Ha. For the relative energy (zero: lowest compared OMol25 entry of this formula, charge and spin), the calculation gives 4.438 eV.

```
! wB97M-V def2-TZVPD RIJCOSX def2/J DEFGRID3
* xyz 0 1
C -0.178 0.777 -1.148
C -1.602 0.062 -0.480
C 0.999 1.444 0.850
C -1.251 -1.949 0.786
N 0.973 0.691 -0.400
N -1.501 -1.252 -0.455
O 3.050 -0.560 0.563
P 2.080 -0.702 -0.505
H -0.058 0.318 -2.134
H -0.580 1.724 -1.157
H -1.656 0.559 0.423
H -2.457 0.228 -1.166
H 1.196 1.026 1.805
H 1.828 2.177 0.552
H 0.086 2.045 0.892
H -0.664 -2.826 0.583
H -0.878 -1.309 1.583
H -2.181 -2.354 0.940
H 2.795 -0.099 -1.533
*
```

***

Entry 6:
2 unconnected molecules or ions with the total composition C4H11N2OS at a distorted geometry. Source: OMol25; level of theory: ωB97M-V/def2-TZVPD.

For the gap between HOMO and LUMO, the calculation gives 0.3486 hartree. The total energy comes out at -741.6913 Ha. For the relative energy (zero: lowest compared OMol25 entry of this formula, charge and spin), the calculation gives 1.225 eV.

```
! wB97M-V def2-TZVPD RIJCOSX def2/J DEFGRID3
* xyz 1 1
C 0.946 1.111 0.407
C 2.196 1.633 -0.186
C -1.907 -0.402 -1.127
C -1.406 -1.091 0.058
N 0.945 -0.071 0.960
N -0.551 -2.078 -0.135
O -0.087 1.892 0.443
S -1.854 -0.857 1.666
H 3.035 0.889 -0.212
H 2.133 2.105 -1.118
H 2.514 2.405 0.487
H -2.962 -0.738 -1.034
H -1.624 -0.812 -2.161
H -1.722 0.715 -0.952
H 1.789 -0.605 0.851
H -0.423 -2.457 -1.100
H -0.949 1.449 1.003
H -0.226 -2.585 0.710
H 0.151 -0.503 1.441
*
```

***

Entry 7:
A gas-phase ion, C4H11N2S (charge -1). Source: OMol25; level of theory: ωB97M-V/def2-TZVPD.

For the gap between HOMO and LUMO, the calculation gives 0.2269 hartree. The total energy comes out at -666.7178 Ha. For the relative energy (zero: lowest compared OMol25 entry of this formula, charge and spin), the calculation gives 0.784 eV. The SMILES is CNC[C@@H](N)C[S-].

```
! wB97M-V def2-TZVPD RIJCOSX def2/J DEFGRID3
* xyz -1 1
C 2.507 2.264 -0.782
N 1.126 2.029 -0.477
C 0.730 1.101 0.555
C -0.256 0.051 0.081
N 0.272 -0.635 -1.129
C -0.680 -0.947 1.163
S -2.034 -2.031 0.580
H 3.081 1.393 -0.462
H 2.650 2.493 -1.834
H 2.923 3.116 -0.212
H 0.463 2.101 -1.226
H 0.351 1.658 1.422
H 1.606 0.616 1.023
H -1.197 0.517 -0.236
H -0.480 -1.307 -1.319
H 1.038 -1.214 -0.806
H -1.025 -0.407 2.024
H 0.188 -1.542 1.476
*
```

***

Entry 8:
A gas-phase ion, C4H11N2S (charge -1) at a distorted geometry. Source: OMol25; level of theory: ωB97M-V/def2-TZVPD.

For the gap between HOMO and LUMO, the calculation gives 0.2283 hartree. The total energy comes out at -666.6869 Ha. For the relative energy (zero: lowest compared OMol25 entry of this formula, charge and spin), the calculation gives 1.624 eV. The SMILES is C[C@H](C[S-])NCN.

```
! wB97M-V def2-TZVPD RIJCOSX def2/J DEFGRID3
* xyz -1 1
C 0.155 1.294 -1.248
C 0.134 0.747 0.151
C 1.026 -0.412 0.287
S 2.876 -0.204 0.177
N -1.317 0.432 0.470
C -1.872 -0.702 -0.051
N -3.423 -0.829 0.058
H -0.424 2.282 -1.329
H 1.261 1.410 -1.567
H -0.135 0.657 -1.987
H 0.300 1.558 0.920
H 0.822 -1.057 1.164
H 0.705 -1.017 -0.650
H -1.473 0.460 1.547
H -1.548 -1.598 0.500
H -1.619 -0.864 -1.074
H -3.817 0.113 0.298
H -3.555 -1.471 0.818
*
```

***

Entry 9:
A gas-phase ion, C4H11N2S (charge -1). Source: OMol25; level of theory: ωB97M-V/def2-TZVPD.

For the gap between HOMO and LUMO, the calculation gives 0.2149 hartree. The total energy comes out at -666.7226 Ha. For the relative energy (zero: lowest compared OMol25 entry of this formula, charge and spin), the calculation gives 0.652 eV. The SMILES is NCCNCC[S-].

```
! wB97M-V def2-TZVPD RIJCOSX def2/J DEFGRID3
* xyz -1 1
N 2.667 0.974 0.309
C 2.220 -0.280 -0.275
C 0.856 -0.784 0.186
N -0.176 0.177 -0.137
C -1.517 -0.262 0.317
C -2.626 0.579 -0.290
S -4.259 0.075 0.309
H 2.068 1.713 -0.035
H 2.542 0.984 1.314
H 2.187 -0.135 -1.361
H 2.965 -1.055 -0.102
H 0.872 -0.913 1.272
H 0.688 -1.785 -0.248
H -0.259 0.206 -1.160
H -1.542 -0.270 1.405
H -1.699 -1.298 -0.010
H -2.541 0.432 -1.379
H -2.445 1.643 -0.116
*
```

***

Entry 10:
A molecular structure, C4H11N2S at a distorted geometry. Source: OMol25; level of theory: ωB97M-V/def2-TZVPD.

For the gap between HOMO and LUMO, the calculation gives 0.3870 hartree. The total energy comes out at -666.3841 Ha. For the relative energy (zero: lowest compared OMol25 entry of this formula, charge and spin), the calculation gives 2.285 eV.

```
! wB97M-V def2-TZVPD RIJCOSX def2/J DEFGRID3
* xyz 1 1
C -2.119 -0.413 0.420
C -0.215 0.220 0.065
C 2.149 -0.313 0.552
C 1.088 -0.312 -0.533
N -0.774 -0.592 1.056
N -1.421 0.117 -0.802
S 0.070 2.021 0.263
H -2.781 -1.251 0.206
H -2.744 0.487 0.709
H 2.393 0.711 0.984
H 3.187 -0.433 0.077
H 2.100 -1.178 1.221
H 0.914 -1.367 -1.080
H 1.446 0.378 -1.416
H -0.683 -0.404 2.031
H -1.363 -0.628 -1.532
H -1.814 0.926 -1.231
H 0.570 2.031 -0.992
*
```

***

Entry 11:
A gas-phase ion, C4H11N2S (charge +1) at a distorted geometry. Source: OMol25; level of theory: ωB97M-V/def2-TZVPD.

For the gap between HOMO and LUMO, the calculation gives 0.3149 hartree. The total energy comes out at -666.3336 Ha. For the relative energy (zero: lowest compared OMol25 entry of this formula, charge and spin), the calculation gives 3.660 eV. The SMILES is C=C(NC)[NH2+]CS.

```
! wB97M-V def2-TZVPD RIJCOSX def2/J DEFGRID3
* xyz 1 1
C -1.810 0.815 -1.428
C -0.943 0.175 -0.283
N -1.326 0.062 0.988
C -0.706 -0.853 1.931
N 0.408 -0.277 -0.762
C 1.661 0.303 -0.091
S 2.992 -0.403 -1.211
H -1.256 0.900 -2.375
H -2.375 1.610 -1.082
H -2.329 0.295 1.237
H -0.944 -1.937 1.661
H 0.395 -0.534 1.999
H -1.147 -0.695 2.957
H 0.403 -0.130 -1.812
H 0.670 -1.239 -0.554
H 1.657 1.371 -0.089
H 1.834 -0.114 0.850
H 2.815 0.654 -1.938
*
```

***

Entry 12:
2 unconnected molecules or ions with the total composition C4H11N2S2 at a distorted geometry. Source: OMol25; level of theory: ωB97M-V/def2-TZVPD.

For the gap between HOMO and LUMO, the calculation gives 0.3323 hartree. The total energy comes out at -1064.5269 Ha. For the relative energy (zero: lowest compared OMol25 entry of this formula, charge and spin), the calculation gives 2.893 eV.

```
! wB97M-V def2-TZVPD RIJCOSX def2/J DEFGRID3
* xyz 1 1
C 1.639 1.340 -0.589
C 1.465 -0.240 -0.617
C -0.987 -0.404 -0.520
C -0.711 1.917 -0.879
N 0.541 2.253 -0.808
N 0.185 -0.651 0.048
S -1.755 -2.813 2.580
S -1.989 3.106 -0.805
H 2.138 1.574 0.312
H 2.432 1.410 -1.366
H 1.472 -0.696 -1.697
H 2.386 -0.735 -0.179
H -1.696 -0.559 0.262
H -1.065 -0.349 -1.670
H 0.813 3.198 -0.982
H 0.267 -0.613 1.103
H -2.025 -2.777 1.244
H -2.057 -4.059 2.645
H -1.124 4.049 -0.931
*
```